i) The following is a DFT calculation (ωB97M-V with the def2-TZVPD basis set) of a cluster of 7 separate species, C7H28O7 in total.

Values from the calculation:
Frontier orbital gap   0.3795 Ha
Structure (SMILES)   CO.CO.CO.CO.CO.CO.CO
Spin multiplicity   1
HOMO energy   -0.3589 Ha
Charge   0

Element x y z (Å)
C (2.8796, -4.1272, -0.5247)
O (3.6955, -3.2007, -1.1809)
H (2.7734, -3.9067, 0.5312)
H (1.8961, -4.1514, -0.9603)
H (3.2254, -5.1694, -0.5056)
H (4.5868, -3.2784, -0.8448)
C (2.9185, 2.0515, -0.4588)
O (3.8692, 2.7457, -1.2093)
H (3.3519, 1.5719, 0.4383)
H (2.1171, 2.6912, -0.0697)
H (2.5016, 1.2858, -1.1011)
H (4.3877, 3.4092, -0.7607)
C (-3.5776, -0.0604, -2.1583)
O (-4.9570, -0.1599, -1.9654)
H (-3.2542, 0.3992, -3.1069)
H (-3.2624, 0.5963, -1.3561)
H (-3.0576, -1.0191, -2.0563)
H (-5.3984, -0.5972, -2.7006)
C (-2.5902, 1.4076, 1.8778)
O (-2.6064, 2.7806, 2.2337)
H (-2.9132, 0.7524, 2.6849)
H (-3.2320, 1.2446, 1.0120)
H (-1.5925, 1.0899, 1.6273)
H (-3.3737, 3.0486, 2.7306)
C (-0.9393, 3.4080, -0.6126)
O (-0.7785, 2.0365, -1.1359)
H (-0.1228, 4.0670, -0.9199)
H (-1.9068, 3.7632, -0.9453)
H (-0.9086, 3.2973, 0.4660)
H (-0.7165, 1.9885, -2.0875)
C (-0.0708, -1.3976, -0.7932)
O (-0.0681, -0.3725, 0.2015)
H (-0.9188, -1.2923, -1.4508)
H (0.8649, -1.4521, -1.3358)
H (-0.1679, -2.3730, -0.3179)
H (-0.2136, 0.4880, -0.2336)
C (1.5358, -2.0242, 2.9938)
O (0.2039, -1.8872, 2.6299)
H (1.5026, -2.5741, 3.9354)
H (2.1725, -2.6234, 2.3343)
H (2.0094, -1.0820, 3.2875)
H (0.1349, -1.3740, 1.8078)

ii) The following is a DFT calculation (ωB97M-V with the def2-TZVPD basis set) of a structure of composition C7H28O7.

Values from the calculation:
Frontier orbital gap   0.3432 Ha
Spin multiplicity   1
HOMO energy   -0.3374 Ha
Charge   0

Element x y z (Å)
C (-0.9718, 0.9356, 3.7079)
O (-0.7553, 1.4396, 5.0065)
H (-0.0519, 0.5251, 3.2917)
H (-1.6122, 0.0544, 3.7481)
H (-1.5045, 1.5719, 3.0012)
H (-1.5149, 1.2771, 5.5706)
C (0.5431, 0.2902, 0.4766)
O (-0.2419, 1.3257, -0.1886)
H (1.5956, 0.5732, 0.4599)
H (0.2031, 0.1996, 1.5082)
H (0.4630, -0.6842, -0.0052)
H (-1.1239, 0.9648, -0.3042)
C (-0.3555, -1.2978, -2.1040)
O (0.5019, -2.4037, -2.1406)
H (0.2261, -0.4048, -2.3328)
H (-1.0864, -1.3587, -2.9103)
H (-0.8483, -1.0540, -1.1628)
H (0.0617, -3.1880, -1.8049)
C (2.6563, -1.1668, 1.8188)
O (2.0075, -0.2978, 2.7594)
H (2.2113, -0.9303, 0.8523)
H (3.7300, -0.9790, 1.8261)
H (2.5055, -2.2001, 2.1314)
H (2.0334, 0.6339, 2.5294)
C (2.4757, -1.1775, -1.1670)
O (3.8288, -1.4682, -1.0916)
H (2.1464, -1.0265, -2.1951)
H (2.0014, -2.0001, -0.6318)
H (2.3616, -0.1645, -0.7812)
H (3.9634, -2.0581, -0.3463)
C (-3.3414, 0.2889, -0.9308)
O (-2.1352, 0.8476, -0.3640)
H (-3.0994, -0.6125, -1.4940)
H (-4.0588, 0.0583, -0.1433)
H (-3.7237, 1.0719, -1.5856)
H (-2.3243, 1.6457, 0.1349)
C (-1.4282, 1.9011, -2.7166)
O (-0.0093, 1.6293, -2.4314)
H (-1.5565, 2.2720, -3.7335)
H (-2.0155, 0.9832, -2.6907)
H (-1.7942, 2.6729, -2.0395)
H (0.0369, 1.3104, -1.5271)

Short version: ii) is the least stable of them.

i) The following is a DFT calculation (ωB97M-V with the def2-TZVPD basis set) of the molecule C3H7NS2.

Values from the calculation:
Frontier orbital gap   0.3273 Ha
Structure (SMILES)   CSCC(N)=S
Spin multiplicity   1
HOMO energy   -0.3115 Ha
Charge   0

Element x y z (Å)
C (-0.9901, -1.4686, 0.3328)
S (-1.7599, 0.2666, 0.2399)
C (-0.4113, 0.7738, -0.9138)
C (0.9804, 0.7679, -0.3228)
N (1.0220, 1.1395, 0.9388)
S (2.3768, 0.5536, -1.1263)
H (-0.7006, -1.9325, -0.7176)
H (-1.8806, -2.1624, 0.7359)
H (-0.0867, -1.5214, 0.8936)
H (-0.3022, -0.0051, -1.6821)
H (-0.5496, 1.7175, -1.4601)
H (2.0189, 0.9868, 1.4204)
H (0.2829, 0.8841, 1.6614)

ii) The following is a DFT calculation (ωB97M-V with the def2-TZVPD basis set) of the molecule C3H7NS2.

Values from the calculation:
Frontier orbital gap   0.3332 Ha
Structure (SMILES)   CS/C(C)=N\S
Spin multiplicity   1
HOMO energy   -0.3189 Ha
Charge   0

Element x y z (Å)
C (-1.4815, -1.3385, 0.8504)
S (-0.9923, -0.6940, -0.7602)
C (-0.2014, 0.7362, -0.0673)
C (-1.1315, 2.0269, 0.1646)
N (1.0190, 0.9941, 0.1316)
S (2.0869, -0.3675, 0.0741)
H (-2.1647, -2.1431, 1.0222)
H (-1.9575, -0.3536, 1.4558)
H (-0.6339, -1.5737, 1.3828)
H (-1.6238, 2.0937, -0.8364)
H (-0.4266, 2.9212, 0.1560)
H (-1.8295, 1.9353, 1.2132)
H (0.8751, -1.4023, -0.0236)

Short version: ii) is the least stable of them.